1.
A 4-piece molecular cluster, C13H36O6PS2 overall, computed with the ωB97M-V functional and the def2-TZVPD basis.

Structure (XYZ):
```
58
C13H36O6PS2 the ωB97M-V functional and the def2-TZVPD basis
C 5.09159 -1.71491 -0.56340
C 3.87404 -2.71945 -0.01949
O 2.98385 -3.01411 -1.15294
C 1.94450 -3.99718 -0.81007
C 0.51108 -3.63879 -1.58898
S -0.09413 -1.89781 -1.25008
P -2.11603 -1.84705 -0.53864
O -2.23674 -1.35136 1.16309
O -2.95549 -3.38419 -0.83378
S -3.09221 -0.43018 -1.52928
H 4.82373 -1.49976 -1.69785
H 6.16068 -2.17279 -0.43189
H 5.04048 -0.71614 0.05943
H 4.39243 -3.66356 0.45766
H 3.35244 -2.13174 0.86765
H 2.29182 -5.03083 -1.29198
H 1.80691 -4.19862 0.33441
H -0.25682 -4.49088 -1.35575
H 0.77997 -3.68457 -2.75081
H 0.68016 -1.37078 -0.17033
H -2.18585 -2.21119 1.67989
H -3.88969 -3.07487 -1.06407
C -6.11469 1.56895 0.08479
C -6.86238 0.92303 1.24032
C -6.93140 1.85042 2.44325
O -6.20396 -0.28492 1.61255
H -5.08171 1.80130 0.36738
H -6.06211 0.88549 -0.76944
H -6.60545 2.49317 -0.23556
H -7.87627 0.65853 0.92083
H -5.92743 2.09271 2.80941
H -7.46146 1.36766 3.27123
H -7.44669 2.78304 2.19359
H -5.30275 -0.05977 1.89774
C 9.57456 -0.87663 -2.23794
C 9.12981 -2.32292 -2.08967
C 9.77516 -3.21174 -3.14105
O 7.71203 -2.39628 -2.21507
H 9.28432 -0.47559 -3.21561
H 9.09270 -0.24659 -1.48266
H 10.65975 -0.78435 -2.13078
H 9.38962 -2.68733 -1.08983
H 9.49202 -2.89350 -4.15064
H 9.43638 -4.24732 -3.02981
H 10.86636 -3.18949 -3.06090
H 7.47208 -2.07462 -3.10003
C -4.70127 5.85961 1.06471
C -5.44896 5.21369 2.22024
C -5.51797 6.14109 3.42317
O -4.79053 4.00574 2.59247
H -3.66828 6.09197 1.34730
H -4.64868 5.17615 0.21048
H -5.19202 6.78383 0.74436
H -6.46284 4.94919 1.90075
H -4.51401 6.38337 3.78933
H -6.04804 5.65832 4.25115
H -6.03327 7.07371 3.17351
H -3.88933 4.23089 2.87766
```

* net charge: +1
* energy: -2105.70391 hartree
* Kohn-Sham gap: 6.8 eV

---

2.
C13H37AuGeO4SSi4Te as an isolated structure, computed with the ωB97M-V functional and the def2-TZVPD basis.

Structure (XYZ):
```
62
C13H37AuGeO4SSi4Te the ωB97M-V functional and the def2-TZVPD basis
Au 1.86375 2.44243 0.47206
O 0.40033 6.47555 0.02528
S 0.90776 5.14935 -0.30555
O 2.35188 5.16525 -0.62116
O 0.75040 4.22249 0.93892
O 0.14776 4.48724 -1.38363
C -4.43682 0.89380 0.83991
Si -3.49327 -0.40206 -0.15986
C -3.78299 -0.01323 -1.98387
C -4.35224 -2.06869 0.14701
Si -1.21680 -0.31777 0.37498
Te -0.47478 1.83526 -0.56638
Si -0.23330 -2.25532 -0.47463
C -0.87734 -3.86927 0.29296
C -0.50015 -2.36163 -2.34127
C 1.63061 -2.23568 -0.17734
Si -1.13341 -0.38445 2.71050
C -1.47600 1.32615 3.41083
C -2.37936 -1.59166 3.48640
C 0.57744 -0.91767 3.31414
H -5.45917 0.99754 0.46276
H -3.93811 1.86219 0.76461
H -4.49061 0.62354 1.89753
H -4.85681 0.06868 -2.18160
H -3.37319 -0.79404 -2.62852
H -3.30468 0.92847 -2.25964
H -5.41757 -1.96242 -0.08516
H -4.26090 -2.40980 1.17973
H -3.94743 -2.84714 -0.50386
H -1.95782 -3.98351 0.19049
H -0.63556 -3.91414 1.35793
H -0.39559 -4.72281 -0.19608
H -1.54556 -2.56544 -2.58700
H 0.11349 -3.15832 -2.77297
H -0.22381 -1.41542 -2.81161
H 1.86160 -2.32552 0.88651
H 2.06398 -1.29449 -0.52622
H 2.11920 -3.06069 -0.70587
H -2.51083 1.62961 3.23721
H -0.83901 2.06971 2.92565
H -1.28660 1.34402 4.48879
H -3.40751 -1.29715 3.26410
H -2.25678 -1.58742 4.57476
H -2.23668 -2.61511 3.13191
H 1.35481 -0.32612 2.82484
H 0.76917 -1.97225 3.09925
H 0.66302 -0.76975 4.39514
C 4.61837 3.06692 -2.11386
Ge 4.04072 1.25182 -1.66377
C 5.58152 0.00386 -1.81056
C 2.71770 0.65550 -2.99006
C 3.32400 1.26996 0.14014
H 4.88727 3.14687 -3.17063
H 5.47932 3.35057 -1.50595
H 3.80664 3.76257 -1.87983
H 5.96119 -0.00623 -2.83550
H 5.27470 -1.01044 -1.54760
H 6.39564 0.30323 -1.14790
H 3.16575 0.68081 -3.98684
H 1.85012 1.31482 -2.96322
H 2.37820 -0.36035 -2.77971
H 3.64437 0.48774 0.83326
```

* net charge: -2
* energy: -4855.38250 hartree
* Kohn-Sham gap (spin up / spin down): 5.7 / 5.6 eV